# 1
CH3NO | ωB97M-V/def2-TZVPD

Computed properties:
**M**: 45.041 g mol⁻¹
**SMILES**: NC=O
**Kohn-Sham gap**: 10.5 eV
**Total energy**: -4622.437 eV
**HOMO energy**: -9.714 eV
**Energy above the lowest of the compared OMol25 structures with the same formula, charge and spin**: 22.70 kcal per mole
**Charge**: 0
**E_LUMO**: 0.80 eV

Last column: Löwdin charge in e.
Geometry (Å):
N: -0.97 -0.18 -0.08  0.11
C: 0.10 0.43 0.01  -0.50
O: 1.12 -0.25 0.00  -0.02
H: -1.04 -1.15 0.25  0.14
H: -1.92 0.33 0.16  0.17
H: 0.16 1.45 0.09  0.10

# 2
C11H8N7O6 | ωB97M-V/def2-TZVPD

Computed properties:
**M**: 334.228 g mol⁻¹
**Kohn-Sham gap**: 6.8 eV
**Total energy**: -34240.924 eV
**HOMO energy**: -4.718 eV
**Charge**: -1
**E_LUMO**: 2.06 eV

Last column: Löwdin charge in e.
Geometry (Å):
C: 2.37 -0.74 2.20  -0.05
C: 1.00 -0.19 2.22  -0.27
N: -0.11 -0.95 2.07  0.13
C: -1.15 -0.09 2.19  -0.37
C: -2.57 -0.50 2.16  -0.08
C: -0.71 1.25 2.37  -0.03
N: 0.63 1.23 2.36  -0.05
H: 3.24 -0.06 2.32  0.07
H: 2.43 -1.53 3.00  0.09
H: 2.49 -1.30 1.23  0.09
H: -3.21 0.39 2.03  0.08
H: -2.72 -1.22 1.32  0.07
H: -2.83 -1.02 3.11  0.08
H: -1.21 2.20 2.44  0.12
O: 1.74 7.72 3.31  0.01
N: 1.60 6.57 3.73  -0.18
C: 1.28 5.34 3.17  -0.07
C: 1.10 4.42 4.23  -0.15
N: 1.39 5.06 5.46  0.10
O: 1.57 6.37 5.12  -0.02
C: 0.83 3.03 3.95  -0.09
N: 1.12 2.08 4.99  -0.35
O: 0.71 2.26 6.15  0.01
O: 1.89 1.11 4.72  -0.03
C: 1.33 2.34 2.64  -0.22
C: 1.02 3.43 1.55  0.01
N: 1.72 3.27 0.35  -0.17
O: 2.00 2.31 -0.38  0.05
O: 2.20 4.58 -0.05  -0.01
N: 1.90 5.56 0.85  0.14
C: 1.23 4.87 1.80  -0.13
H: 2.49 2.09 2.80  0.20

- Number 1 is which compound?
  CH3NO